No. 1
Computed, not measured: C37H59As3BN12SW as an isolated structure at a distorted geometry, with the ωB97M-V functional and the def2-TZVPD basis.

Positions of all 114 atoms, in Å:
W: 0.1779 0.1227 0.6254
C: -3.7104 2.6794 -0.0221
C: -2.9520 1.6245 -0.7549
C: -2.8042 1.7608 -2.1952
C: -2.2574 0.8159 -2.9655
N: -1.7839 -0.4281 -0.5448
N: -2.4884 0.6424 -0.0640
B: -2.0616 -1.7377 0.2371
N: -2.1576 -1.2818 1.6943
C: -3.1000 -1.5032 2.6377
C: -2.6982 -0.8947 3.7981
C: -1.4771 -0.2781 3.4958
C: -0.6382 0.4384 4.4852
N: -1.1729 -0.4939 2.2107
N: -0.8032 -2.5827 -0.0016
C: -0.5932 -3.8570 -0.4031
C: 0.7253 -4.1712 -0.1821
C: 1.2915 -3.0215 0.3845
C: 2.6485 -2.8758 0.9537
N: 0.3667 -2.0531 0.4538
N: -3.2635 -2.6954 -0.0162
C: -3.2902 -3.8302 0.7109
C: -4.2993 -4.6599 0.2729
C: -4.9251 -4.0022 -0.7743
C: -6.0949 -4.4472 -1.5427
N: -4.2637 -2.8094 -0.9500
H: -4.7630 2.6342 -0.2985
H: -3.3709 3.6787 -0.2916
H: -3.6326 2.5443 1.0543
H: -3.1432 2.6792 -2.6457
H: -2.1624 0.9142 -4.0335
H: -3.9934 -2.0656 2.4550
H: -3.1977 -0.8884 4.7432
H: -1.2111 1.2426 4.9429
H: 0.2876 0.8285 4.0624
H: -0.3857 -0.2501 5.2917
H: -1.3584 -4.4705 -0.8316
H: 1.2219 -5.0925 -0.4013
H: 3.4142 -3.1488 0.2312
H: 2.7646 -3.5521 1.8020
H: 2.7898 -1.8518 1.2978
H: -2.5924 -4.0067 1.5074
H: -4.5550 -5.6204 0.6741
H: -6.7554 -5.0170 -0.8894
H: -5.7869 -5.1345 -2.3316
H: -6.6553 -3.6335 -1.9925
C: 2.4321 2.4854 2.7770
As: 2.2895 0.6490 2.0773
C: 2.6052 -0.3768 3.7382
C: 4.1708 0.4541 1.4231
C: 4.5828 0.8388 0.0024
C: 4.4802 2.3449 -0.2068
C: 3.7598 0.0882 -1.0636
As: 1.8107 0.4140 -1.4109
C: 1.9679 1.9083 -2.7010
C: 1.7047 -1.0030 -2.7701
C: 6.0325 0.3561 -0.2415
As: 7.7113 0.6841 0.8958
C: 7.3084 1.4811 2.6591
C: 8.5206 2.2073 -0.0229
H: 3.3566 2.5945 3.3511
H: 1.6049 2.7341 3.4413
H: 2.4436 3.2148 1.9662
H: 3.5910 -0.8465 3.7110
H: 1.8617 -1.1652 3.8667
H: 2.5747 0.2839 4.6078
H: 4.4555 -0.5902 1.5871
H: 4.7464 1.0609 2.1328
H: 3.4336 2.6611 -0.1354
H: 4.8590 2.6155 -1.1898
H: 5.0629 2.8809 0.5413
H: 3.8407 -0.9898 -0.8767
H: 4.2165 0.2857 -2.0443
H: 2.7988 1.6701 -3.3723
H: 2.1606 2.8726 -2.2280
H: 1.0638 1.9929 -3.3108
H: 2.6537 -1.0609 -3.3111
H: 0.9248 -0.7627 -3.4942
H: 1.4866 -1.9774 -2.3293
H: 6.3623 0.7183 -1.2178
H: 6.0209 -0.7356 -0.3113
H: 6.8045 0.7795 3.3200
H: 6.7459 2.4091 2.5732
H: 8.2766 1.7097 3.1045
H: 8.7009 1.9745 -1.0699
H: 9.4800 2.4284 0.4410
H: 7.8802 3.0854 0.0542
C: -4.2428 -2.9698 -3.9555
N: -4.8098 -1.9565 -3.1126
C: -5.5116 -0.8167 -3.6951
C: -5.8562 0.0591 -2.4744
N: -5.1925 -0.6404 -1.3745
C: -4.7055 -1.8102 -1.8051
S: -1.6801 -0.7267 -2.3716
H: -5.0221 -3.4985 -4.5093
H: -3.6700 -3.6796 -3.3656
H: -3.5804 -2.5027 -4.6885
H: -6.3934 -1.1624 -4.2436
H: -4.8565 -0.3007 -4.4020
H: -6.9326 0.1244 -2.2912
H: -5.4681 1.0752 -2.5650
H: -5.4440 -0.4468 -0.4169
N: -0.8899 5.3217 -2.8056
C: -0.7913 4.8980 -1.7490
C: -0.6963 4.2592 -0.4818
C: -0.9355 4.9288 0.7194
C: -0.9295 4.1552 1.8739
C: -0.6201 2.8128 1.8053
N: -0.2870 2.1697 0.6611
C: -0.3879 2.9023 -0.4662
H: -1.1346 5.9881 0.7462
H: -1.1728 4.5967 2.8260
H: -0.6470 2.2024 2.6983
H: -0.2158 2.3919 -1.4102

The value obtained for the HOMO energy (spin up / spin down) is -0.548 / -0.548 Ha. As for the energy relative to the best compared isomer or geometry (same formula, charge and spin): 25.8 kcal per mole. As for the gap between HOMO and LUMO (spin up / spin down): 3.41 / 3.59 eV. The spin multiplicity is 2. The largest force on an atom is 2.25 eV Å⁻¹. The charge is +4.

---

No. 2
Computed, not measured: a 2-piece molecular cluster, C37H60BrI2N4O5 overall, with the ωB97M-V functional and the def2-TZVPD basis.

Positions of all 109 atoms, in Å:
C: 2.6311 -4.7594 -1.2278
C: 3.2144 -3.4970 -1.8727
C: 2.6665 -2.1916 -1.3236
Br: 0.8103 -1.9485 -1.8301
N: 2.7002 -2.1242 0.1294
C: 3.5316 -1.4651 0.8767
N: 3.3361 -1.5378 2.2411
C: 3.2208 -0.2219 2.9241
C: 1.7409 0.1344 3.0404
C: 1.0647 0.7362 1.8118
C: -0.4367 0.9267 2.0563
N: -1.1826 1.4590 0.9293
C: -1.5242 0.4552 -0.0938
C: -2.9463 0.5720 -0.5780
C: -3.7572 -0.5504 -0.6652
C: -5.0694 -0.4733 -1.1079
C: -5.5862 0.7573 -1.4746
C: -4.7869 1.8894 -1.4117
C: -3.4750 1.7953 -0.9796
O: -2.6571 2.8975 -0.9446
C: 4.1121 0.8957 2.3251
C: 5.2894 1.2892 3.2285
C: 5.0207 1.7335 4.6695
C: 3.7731 2.5887 4.8834
O: 5.0587 0.6305 5.5793
C: 4.6565 0.6642 0.8790
C: 4.0071 1.6446 -0.1253
C: 4.6873 2.9890 -0.0883
C: 4.2964 3.9783 0.8130
C: 4.9805 5.1787 0.8655
C: 6.0545 5.4108 0.0203
C: 6.4516 4.4490 -0.9052
C: 7.6153 4.6728 -1.8310
C: 5.7505 3.2481 -0.9456
N: 4.5399 -0.7100 0.3091
C: 5.7647 -1.4539 0.0546
I: 6.8426 -2.0400 1.8381
C: 6.5955 -0.6907 -1.0075
C: 6.3058 -1.2632 -2.3891
I: 8.6988 -0.8279 -0.6631
H: 2.6559 -5.5852 -1.9324
H: 1.6005 -4.6072 -0.9061
H: 3.2186 -5.0486 -0.3554
H: 4.2954 -3.4983 -1.7187
H: 3.0529 -3.5002 -2.9498
H: 3.1864 -1.3268 -1.7215
H: 1.9811 -2.6428 0.6247
H: 4.0634 -2.1135 2.6620
H: 3.5797 -0.4149 3.9332
H: 1.2222 -0.7914 3.3038
H: 1.5932 0.8240 3.8738
H: 1.2043 0.1231 0.9136
H: 1.4670 1.7398 1.6404
H: -0.5462 1.6275 2.8906
H: -0.8897 -0.0135 2.3782
H: -0.6320 2.1876 0.4936
H: -0.8449 0.5092 -0.9534
H: -1.4185 -0.5301 0.3661
H: -3.3523 -1.5119 -0.3712
H: -5.6997 -1.3509 -1.1636
H: -6.6115 0.8441 -1.8103
H: -5.1835 2.8556 -1.7031
H: -2.9707 3.5216 -1.6070
H: 3.4816 1.7812 2.2466
H: 5.7786 2.1368 2.7355
H: 6.0193 0.4799 3.2724
H: 5.8816 2.3436 4.9506
H: 2.9265 1.9755 5.1976
H: 3.9521 3.2955 5.6933
H: 3.5081 3.1745 4.0032
H: 4.1648 0.3717 5.8201
H: 5.7172 0.9168 0.8957
H: 4.1195 1.2247 -1.1280
H: 2.9384 1.7415 0.0710
H: 3.4494 3.8164 1.4706
H: 4.6815 5.9454 1.5677
H: 6.5904 6.3506 0.0719
H: 8.4485 4.0316 -1.5356
H: 7.3501 4.4058 -2.8539
H: 7.9631 5.7026 -1.8019
H: 6.0388 2.4986 -1.6779
H: 5.4909 -2.4081 -0.3857
H: 6.3623 0.3669 -0.9683
H: 6.8818 -0.7314 -3.1442
H: 5.2474 -1.1495 -2.6395
H: 6.6002 -2.3115 -2.4430
C: -11.9805 -0.5214 -3.8205
O: -11.2546 -1.5716 -3.2246
C: -10.0693 -1.8755 -3.9325
C: -9.1164 -2.6683 -3.0690
O: -8.3913 -1.8828 -2.1343
C: -9.0941 -1.4383 -0.9833
C: -9.3436 -2.5167 0.0456
O: -10.4457 -3.3199 -0.3251
C: -10.4776 -4.5416 0.3749
H: -12.2872 -0.7746 -4.8421
H: -12.8699 -0.3558 -3.2167
H: -11.3908 0.4027 -3.8472
H: -9.5750 -0.9517 -4.2606
H: -10.3186 -2.4706 -4.8227
H: -8.3561 -3.0944 -3.7267
H: -9.6395 -3.4898 -2.5754
H: -10.0301 -0.9457 -1.2548
H: -8.4383 -0.6949 -0.5235
H: -9.5494 -2.0408 1.0152
H: -8.4406 -3.1337 0.1468
H: -9.5824 -5.1403 0.1681
H: -11.3545 -5.0890 0.0366
H: -10.5546 -4.3823 1.4569

The value obtained for the HOMO energy is -0.373 Ha. As for the gap between HOMO and LUMO: 6.47 eV. The largest force on an atom is 0.84 eV Å⁻¹. The charge is +1.

---

No. 3
Computed, not measured: a 10-piece molecular cluster, C37H60O17 overall at a distorted geometry, with the ωB97M-V functional and the def2-TZVPD basis.

Positions of all 114 atoms, in Å:
C: 1.1102 -0.3658 0.4093
C: -0.2403 -1.0721 0.5079
O: -0.6537 -1.5438 1.5500
C: -1.0611 -1.1784 -0.7944
H: 1.8743 -1.0348 0.7989
H: 1.1321 0.4932 1.0985
H: 1.3115 -0.0576 -0.6009
H: -0.3875 -1.2738 -1.6455
H: -1.5383 -0.1923 -0.9976
H: -1.8489 -1.9162 -0.6984
C: -0.2752 1.3937 3.8127
C: -0.0651 2.1603 5.0940
O: 0.7514 3.0557 5.1817
C: -0.9370 1.7959 6.3212
H: -0.2104 0.3031 3.9531
H: 0.4605 1.7262 3.0700
H: -1.3028 1.5571 3.4618
H: -1.9832 1.7973 6.0348
H: -0.7433 2.5183 7.1023
H: -0.6796 0.8125 6.7173
C: 4.9482 -0.1863 5.3169
C: 3.9858 -1.1004 4.5234
O: 3.9381 -2.2769 4.7788
C: 3.1044 -0.4732 3.5050
H: 5.6060 -0.7144 5.9950
H: 4.3757 0.6023 5.8290
H: 5.5345 0.3896 4.5915
H: 2.1764 -1.0229 3.4552
H: 3.6332 -0.5078 2.5436
H: 2.8279 0.5404 3.7831
O: -1.9609 1.3217 -6.8490
C: -2.0197 1.7994 -5.7527
O: -2.2661 1.0332 -4.6986
C: -2.3260 1.7921 -3.5009
C: -2.5844 3.2907 -3.9285
C: -1.8928 3.2784 -5.2890
H: -1.3901 1.6443 -2.9808
H: -3.1388 1.4028 -2.9136
H: -2.0084 3.8763 -3.2201
H: -3.6516 3.5466 -3.8743
H: -0.8276 3.5401 -5.2493
H: -2.3110 3.9240 -6.0738
O: 1.5278 0.7013 -2.5942
C: 1.5558 0.6584 -3.8022
O: 0.7725 -0.2248 -4.4987
C: 1.1501 -0.1400 -5.9277
C: 1.7791 1.1935 -6.1481
C: 2.3479 1.5022 -4.7389
H: 0.2434 -0.2731 -6.4957
H: 1.8681 -0.9516 -6.1294
H: 1.0212 1.9063 -6.3858
H: 2.5187 1.0286 -6.9073
H: 2.1757 2.5064 -4.3481
H: 3.4143 1.2361 -4.6674
O: -6.1924 -3.3108 -0.1696
C: -5.8331 -2.4616 -0.8973
O: -5.2500 -1.3044 -0.3924
C: -5.2696 -0.3395 -1.3959
C: -5.0877 -1.1072 -2.7137
C: -5.9221 -2.3364 -2.4301
H: -4.5233 0.4257 -1.2003
H: -6.2554 0.1613 -1.4114
H: -4.0443 -1.4083 -2.8525
H: -5.4465 -0.4670 -3.5139
H: -5.6611 -3.2665 -2.9266
H: -6.9785 -2.1955 -2.7118
O: -3.4619 -4.7746 -2.6422
C: -2.7950 -4.8518 -1.6565
O: -1.4894 -5.2152 -1.7336
C: -0.8795 -5.1265 -0.3682
C: -2.0143 -5.1919 0.6341
C: -3.1771 -4.5799 -0.1689
H: -0.3619 -4.1625 -0.3024
H: -0.1681 -5.9374 -0.2834
H: -1.7477 -4.5138 1.4347
H: -2.2346 -6.2203 0.9127
H: -3.2564 -3.5140 0.0400
H: -4.2020 -4.9097 -0.0029
O: 0.6013 4.0854 -2.9453
C: 0.6582 4.2262 -1.7672
O: 0.2344 5.3789 -1.1917
C: 0.3598 5.2776 0.2311
C: 1.4012 4.1529 0.5128
C: 1.1880 3.2263 -0.6676
H: -0.6417 5.0588 0.6292
H: 0.7192 6.2390 0.5891
H: 1.2476 3.6707 1.4729
H: 2.4120 4.5900 0.5996
H: 0.3456 2.5166 -0.5099
H: 2.0092 2.6738 -1.1360
O: 4.6756 -1.3312 -0.4317
C: 4.6819 -0.2101 -0.8088
O: 4.9279 0.1901 -2.1171
C: 4.7700 1.6116 -2.2689
C: 5.0335 2.2060 -0.8606
C: 4.6160 1.0788 0.0449
H: 3.7366 1.7239 -2.5752
H: 5.5358 1.9051 -2.9800
H: 4.4240 3.0880 -0.7100
H: 6.0868 2.5095 -0.7503
H: 3.5574 1.2014 0.3198
H: 5.1303 0.9518 0.9833
O: -1.3344 -4.7363 4.0216
C: -0.9712 -3.8613 4.7278
O: -1.5493 -3.6219 5.9195
C: -0.9839 -2.4446 6.4956
C: 0.3897 -2.2229 5.8474
C: 0.1620 -2.8345 4.5034
H: -1.0086 -2.6013 7.5782
H: -1.6501 -1.5811 6.2666
H: 1.1805 -2.6187 6.4822
H: 0.6457 -1.1492 5.8065
H: 0.9608 -3.3948 4.0261
H: -0.1407 -2.1683 3.6909

The value obtained for the HOMO energy is -0.359 Ha. As for the gap between HOMO and LUMO: 9.77 eV. The largest force on an atom is 2.40 eV Å⁻¹. As for the SMILES: O=C1CCCO1.O=C1CCCO1.O=C1CCCO1.O=C1CCCO1.O=C1CCCO1.O=C1CCCO1.O=C1CCCO1.CC(C)=O.CC(C)=O.CC(C)=O.

---

No. 4
Computed, not measured: a 3-piece molecular cluster, C37H63BN5O6 overall at a distorted geometry, with the ωB97M-V functional and the def2-TZVPD basis.

Positions of all 112 atoms, in Å:
C: 4.7153 -1.2637 1.7561
C: 4.5239 -0.3163 1.0443
C: 4.2432 0.8276 0.1334
C: 2.9822 1.6006 0.6735
C: 1.8643 1.4270 -0.3923
C: 0.5376 2.1073 -0.0465
C: -0.0032 1.4107 1.2396
C: -0.3281 -0.0933 1.0634
C: 0.2903 -1.0263 2.1482
C: 0.7716 -2.3307 1.4944
C: -0.3688 -3.1404 0.8453
O: -0.3322 -2.9580 -0.5748
C: -1.6190 -2.7533 -1.1295
C: -1.5219 -2.1554 -2.5356
C: -0.4887 1.8880 -1.1808
C: -1.7808 2.6888 -0.9310
N: -2.7391 2.4656 -1.9643
C: -4.1077 2.2277 -1.4832
C: -5.1477 2.1524 -2.6207
C: -5.2635 0.7161 -3.1732
C: -4.2035 0.4797 -4.2978
N: -1.3409 4.1390 -0.7694
C: -2.4293 5.1153 -0.8260
C: -0.5747 4.1914 0.3618
N: -0.9368 4.7347 1.4883
C: -0.1445 4.7594 2.6988
C: -0.5466 3.9304 3.7463
C: 0.1379 3.9274 4.9571
C: 1.2483 4.7515 5.1389
C: 1.6375 5.5791 4.0791
C: 0.9552 5.5899 2.8678
N: 0.6816 3.5573 0.3105
B: 1.4974 4.3499 -0.6628
O: 2.0413 5.5603 -0.1660
N: 1.7463 3.9945 -2.0606
C: 0.9965 4.8422 -3.0077
C: 3.2073 4.1442 -2.2650
H: 4.9754 -2.1259 2.3250
H: 4.0094 0.3611 -0.8273
H: 5.1247 1.4649 0.0793
H: 2.7239 1.1195 1.6126
H: 3.2390 2.6584 0.7774
H: 1.7411 0.3439 -0.4965
H: 2.2707 1.7486 -1.3568
H: -0.9104 1.9007 1.6140
H: 0.7242 1.4931 2.0520
H: -1.4190 -0.2031 1.1347
H: -0.0652 -0.4962 0.0823
H: 1.1365 -0.5180 2.6225
H: -0.4918 -1.2270 2.8875
H: 1.4778 -2.0770 0.6966
H: 1.2559 -2.9395 2.2626
H: -1.3455 -2.8579 1.2521
H: -0.1774 -4.2044 1.0253
H: -2.1542 -3.7123 -1.1700
H: -2.2306 -2.0698 -0.5196
H: -2.5313 -2.1946 -2.9582
H: -1.1900 -1.1146 -2.5104
H: -0.8586 -2.7606 -3.1565
H: -0.0952 2.2571 -2.1360
H: -0.7347 0.8397 -1.3426
H: -2.1822 2.3742 0.0444
H: -2.6989 3.1608 -2.6973
H: -4.0967 1.2472 -0.9900
H: -4.3792 2.9412 -0.6860
H: -6.1052 2.4393 -2.1738
H: -4.8654 2.8847 -3.3826
H: -5.0758 -0.0211 -2.3868
H: -6.2779 0.5247 -3.5303
H: -3.8928 1.4510 -4.6921
H: -4.6010 -0.1190 -5.1168
H: -3.3224 0.0259 -3.8415
H: -3.1578 4.9723 -0.0085
H: -2.9746 5.0944 -1.7655
H: -2.0234 6.1242 -0.6944
H: -1.8465 5.1770 1.5530
H: -1.4264 3.3137 3.5865
H: -0.2403 3.2813 5.7405
H: 1.7773 4.7744 6.0830
H: 2.4938 6.2211 4.2533
H: 1.2886 6.2697 2.0947
H: 1.4615 6.2798 -0.4446
H: 1.6650 5.5265 -3.5433
H: 0.5373 4.2099 -3.7775
H: 0.2134 5.4486 -2.5424
H: 3.7591 3.8831 -1.3543
H: 3.4894 5.1813 -2.4910
H: 3.5615 3.5256 -3.0947
O: -4.0242 -6.0942 -1.0806
C: -2.9426 -6.5714 -0.8835
O: -2.5768 -7.1142 0.2969
C: -1.1788 -7.4929 0.2525
C: -0.8599 -7.6542 -1.2233
C: -1.7825 -6.6225 -1.8611
H: -0.5887 -6.7028 0.7154
H: -1.0351 -8.4168 0.8094
H: 0.1947 -7.5081 -1.4505
H: -1.1405 -8.6547 -1.5584
H: -1.3177 -5.6357 -1.9065
H: -2.1239 -6.9245 -2.8476
O: 1.2570 -6.2633 1.1452
C: 2.3373 -6.3223 1.6635
O: 2.9511 -7.4774 1.9810
C: 4.1805 -7.2025 2.6833
C: 4.5528 -5.7802 2.2880
C: 3.1806 -5.1434 2.0874
H: 3.9963 -7.3034 3.7546
H: 4.9323 -7.9295 2.3869
H: 5.1752 -5.2765 3.0255
H: 5.0956 -5.7885 1.3416
H: 2.7756 -4.7384 3.0166
H: 3.1859 -4.3811 1.3123

The value obtained for the HOMO energy is -0.408 Ha. As for the energy relative to the best compared isomer or geometry (same formula, charge and spin): 0.0 kcal per mole. As for the gap between HOMO and LUMO: 7.89 eV. The largest force on an atom is 1.96 eV Å⁻¹. The charge is +1.